Molecular formula: C8H16FN4O3S
Method: DFT, ωB97M-V/def2-TZVPD

Properties
2S+1: 1
Structure (SMILES): [H]/N=C/C/[N+](CC(=O)F)=C(\NCOCC)N(O)S
Charge: +1
Highest occupied orbital energy (Eh): -0.4952

Cartesian coordinates (Å):
C 4.01 -0.65 -1.41
C 2.65 -0.65 -0.74
O 2.07 -1.95 -0.89
C 0.72 -2.09 -0.58
N 0.18 -1.00 0.24
C -0.93 -0.40 0.00
N -1.68 -0.77 -1.11
O -2.11 -2.13 -1.00
S -3.07 0.27 -1.35
N -1.41 0.62 0.84
C -0.59 1.85 0.73
C -0.48 2.33 -0.67
N 0.29 1.76 -1.49
C -1.55 0.16 2.22
C -2.25 1.19 3.07
O -1.63 1.95 3.79
F -3.56 1.23 2.95
H 4.31 -1.66 -1.61
H 4.73 -0.19 -0.76
H 3.98 -0.08 -2.33
H 2.80 -0.47 0.32
H 2.05 0.13 -1.17
H 0.14 -2.22 -1.48
H 0.63 -2.99 0.01
H 0.65 -0.72 1.08
H -2.40 -2.30 -0.09
H -3.30 -0.14 -2.61
H 0.39 1.69 1.17
H -1.05 2.63 1.32
H -1.06 3.20 -0.95
H 0.26 2.20 -2.40
H -0.61 -0.07 2.71
H -2.17 -0.73 2.21

Molecular formula: C8H16N
Method: DFT, ωB97M-V/def2-TZVPD

Properties
2S+1: 1
Structure (SMILES): C=[N+]1[C@H](C)[C@@]1(C)C(C)C
Charge: +1
Highest occupied orbital energy (Eh): -0.5493

Cartesian coordinates (Å):
C -1.56 2.00 -0.43
C -1.31 -0.50 -0.67
C -0.15 -0.07 0.22
C -2.36 -1.40 -0.06
C -0.09 -0.47 1.69
C 2.03 1.28 0.28
C 1.95 -0.96 -0.86
C 1.23 0.25 -0.47
N -1.23 0.81 -0.19
H -0.93 2.79 0.18
H -2.31 2.21 -1.14
H -1.12 -0.73 -1.76
H -2.86 -0.92 0.85
H -2.11 -2.45 0.28
H -3.21 -1.52 -0.90
H 0.05 -1.53 1.82
H -0.97 -0.10 2.36
H 0.76 0.03 2.19
H 2.41 0.93 1.14
H 1.52 2.27 0.33
H 2.95 1.34 -0.49
H 2.30 -1.48 0.05
H 2.77 -0.92 -1.68
H 1.24 -1.64 -1.34
H 1.00 0.78 -1.39

Molecular formula: C8H16N
Method: DFT, ωB97M-V/def2-TZVPD

Properties
2S+1: 1
Structure (SMILES): C=CC[C@H]1CCCC[NH2+]1
Charge: +1
Highest occupied orbital energy (Eh): -0.4598

Cartesian coordinates (Å):
C -1.53 0.34 2.20
C -0.54 -0.57 2.13
C -0.45 -1.66 1.10
C 0.03 -1.13 -0.26
C -0.96 -0.24 -0.99
C -0.27 0.64 -2.03
C 0.67 1.63 -1.31
C 1.42 1.01 -0.12
N 1.40 -0.49 -0.13
H -1.31 1.40 2.31
H -2.58 0.08 2.17
H 0.23 -0.55 2.89
H 0.29 -2.39 1.44
H -1.38 -2.22 0.93
H 0.17 -2.02 -0.87
H -1.55 0.39 -0.32
H -1.65 -0.92 -1.49
H -1.01 1.22 -2.57
H 0.28 -0.01 -2.72
H 0.03 2.40 -0.90
H 1.36 2.08 -2.02
H 2.47 1.30 -0.18
H 1.06 1.37 0.84
H 1.80 -0.81 0.76
H 2.01 -0.86 -0.86

Molecular formula: C8H16N2O2
Method: DFT, ωB97M-V/def2-TZVPD

Properties
2S+1: 1
Highest occupied orbital energy (Eh): -0.3141

Cartesian coordinates (Å):
C -0.77 -1.59 -0.16
C -0.06 1.11 0.11
C -0.05 -2.57 0.67
C -2.08 -2.30 -0.70
C 1.91 1.28 1.90
C 2.26 1.05 -0.63
C -1.68 1.84 -1.42
C 1.34 1.58 0.49
N -1.40 -0.70 0.91
N -0.88 0.38 0.96
O -0.10 -0.91 -1.08
O -0.51 2.05 -0.67
H 0.81 -2.12 1.09
H 0.17 -3.43 -0.05
H -0.64 -2.90 1.52
H -1.85 -3.14 -1.30
H -2.60 -1.50 -1.25
H -2.64 -2.73 0.10
H 2.97 1.46 1.82
H 1.64 0.29 2.11
H 1.47 1.81 2.71
H 2.51 -0.04 -0.71
H 3.22 1.64 -0.53
H 1.72 1.28 -1.46
H -2.54 2.22 -0.88
H -1.89 0.76 -1.62
H -1.65 2.51 -2.35
H 1.32 2.64 0.38

Molecular formula: C8H16N2O3
Method: DFT, ωB97M-V/def2-TZVPD

Properties
2S+1: 1
Highest occupied orbital energy (Eh): -0.3568

Cartesian coordinates (Å):
C 3.00 -1.32 0.19
C 1.68 -0.98 -0.30
C -0.35 0.35 -0.21
C -0.45 1.84 -0.26
C -1.39 -0.58 0.32
C -1.66 -0.49 1.90
C -2.70 -0.44 -0.64
C -3.68 -1.61 -0.20
H 3.43 0.63 -0.89
H 5.63 -0.32 0.00
H 3.21 -1.72 -0.99
H 3.11 -1.93 1.08
H 1.55 0.43 1.15
H -0.12 0.12 -1.24
H -1.06 -1.63 -0.11
H -2.85 -0.71 2.43
H -1.37 0.71 2.29
H -0.80 -1.22 2.39
H -2.06 -0.58 -1.66
H -3.28 0.44 -0.36
H -2.87 -2.51 0.38
H -4.20 -0.93 0.67
H -4.33 -2.00 -1.12
H 0.58 3.40 0.51
N 3.98 0.00 0.30
N 1.09 0.16 0.34
O 1.13 -1.58 -1.24
O -1.18 2.45 -1.10
O 0.45 2.39 0.62

Molecular formula: C8H16N2O3P
Method: DFT, ωB97M-V/def2-TZVPD

Properties
2S+1: 1
Structure (SMILES): CCCC/N=C(\[O-])NC(C)(C)P(=O)=O
Charge: -1
Highest occupied orbital energy (Eh): -0.1557

Cartesian coordinates (Å):
C 1.91 -0.82 -0.36
C 1.44 1.01 1.33
C 1.92 2.43 1.62
C 1.16 0.17 2.57
C -3.26 -0.27 -1.53
C -2.03 -0.79 -0.97
C -1.15 -1.43 -1.93
C 0.09 -2.21 -1.06
N 2.28 0.39 0.40
N 0.65 -1.27 -0.10
O -1.42 1.73 1.17
O 2.87 -1.18 -1.11
O -0.02 1.99 -0.95
P -0.24 1.45 0.40
H 1.28 2.90 2.39
H 2.04 3.01 0.60
H 2.94 2.54 2.16
H 1.05 -0.83 2.16
H 0.26 0.41 3.21
H 2.16 0.38 3.12
H -3.69 0.31 -0.73
H -3.13 0.24 -2.45
H -4.05 -1.05 -1.72
H -1.52 0.13 -0.69
H -2.26 -1.38 -0.11
H -1.53 -2.32 -2.52
H -0.59 -0.79 -2.48
H 0.91 -2.81 -1.63
H -0.62 -2.92 -0.36
H 2.55 0.97 -0.41

Molecular formula: C8H16N2O3S
Method: DFT, ωB97M-V/def2-TZVPD

Properties
2S+1: 1
Structure (SMILES): NC(=O)C1=CCOCC1.CCNSO
Highest occupied orbital energy (Eh): -0.3017

Cartesian coordinates (Å):
C 0.67 -2.04 0.41
C 1.92 -0.11 1.50
C 1.98 -0.47 -0.92
C 3.04 0.88 1.34
C 2.68 0.78 -1.13
C 1.57 -0.89 0.27
C -3.93 0.20 0.45
C -2.76 0.44 -0.60
N -0.09 -2.56 -0.63
N -1.45 0.44 -0.08
O 0.56 -2.53 1.50
O 0.20 2.38 -0.48
O 2.75 1.57 0.08
S -0.89 1.79 0.66
H 2.08 -0.83 2.32
H 0.99 0.65 1.69
H 1.02 2.70 -0.16
H 1.76 -0.81 -1.93
H 3.04 1.78 2.13
H 4.01 0.40 1.23
H 3.67 0.55 -1.46
H 2.22 1.55 -1.85
H -4.80 0.08 -0.02
H -3.87 -0.67 0.95
H -3.87 0.98 1.06
H -2.72 -0.42 -1.28
H -2.85 1.36 -1.01
H -0.01 -1.92 -1.41
H -0.95 -3.00 -0.38
H -0.90 -0.38 0.04

Molecular formula: C8H16N2O4
Method: DFT, ωB97M-V/def2-TZVPD

Properties
2S+1: 1
Structure (SMILES): CC(C)[C@H](NC(=O)[C@@H](N)CO)C(=O)O
Highest occupied orbital energy (Eh): -0.3558

Cartesian coordinates (Å):
C -2.11 -1.54 -0.35
C -0.60 -1.15 -0.17
C -2.18 -2.32 -1.65
C 0.89 0.53 0.68
C 0.79 1.20 2.03
C 1.51 1.48 -0.38
C 2.95 1.89 0.08
C 1.65 0.89 -1.76
H -2.79 0.13 -1.19
H -3.89 -0.52 -0.23
H -2.33 -2.19 0.49
H -1.64 -3.28 -1.54
H -3.27 -2.50 -1.98
H -0.63 -1.61 -2.50
H -1.20 0.64 0.59
H 1.57 -0.35 0.72
H 0.93 2.43 -0.44
H 3.38 2.61 -0.64
H 2.96 2.39 1.06
H 3.62 1.00 0.11
H 0.63 0.87 -2.20
H 2.01 -0.15 -1.80
H 2.22 1.55 -2.41
H 1.60 1.45 3.66
N -2.93 -0.28 -0.31
N -0.40 0.03 0.41
O 0.26 -2.01 -0.34
O -1.57 -1.63 -2.74
O -0.10 1.98 2.30
O 1.75 0.84 2.89